Here is a single C2H3BrS molecule in a non-equilibrium geometry from the OMol25 dataset. Energies are from ωB97M-V with the def2-TZVPD basis set.

As for the energy relative to the best compared isomer or geometry (same formula, charge and spin): 10.2 kcal per mole. As for the HOMO energy: -9.1 eV. For the gap between HOMO and LUMO, the calculation gives 8.3 eV. The SMILES is S=CCBr. Its spin multiplicity is 1.

The geometry in XYZ format:
```
7
Properties=species:S:1:pos:R:3:mulliken_charge:R:1
S -1.126 -1.210 -1.531 -0.207
C -0.456 -0.024 -0.699 -0.248
C 0.105 0.049 0.674 -0.393
Br 2.004 -0.201 0.601 -0.084
H -0.234 0.828 -1.285 0.308
H 0.126 1.179 0.954 0.261
H -0.418 -0.622 1.285 0.362
```

Here is a molecular structure, C29H27FeN4O3PS4 from the OMol25 dataset. Energies are from ωB97M-V with the def2-TZVPD basis set.

As for the energy relative to the best compared isomer or geometry (same formula, charge and spin): 0.0 kcal per mole. As for the HOMO energy (alpha / beta): -1.6 / -1.6 eV. For the gap between HOMO and LUMO (alpha / beta), the calculation gives 5.7 / 5.7 eV. The net charge is -2. Its spin multiplicity is 1.

The geometry in XYZ format:
```
69
Properties=species:S:1:pos:R:3:mulliken_charge:R:1
Fe 0.240 0.108 0.173 0.447
C 0.204 -4.166 -0.512 -1.838
C 0.127 -2.669 -0.697 0.964
N 0.262 -1.861 0.301 0.952
N 0.601 -2.464 1.513 -0.964
C 1.436 -1.769 2.197 -0.027
S 2.069 -0.204 1.861 -0.387
S 1.983 -2.635 3.686 -0.242
C 3.717 -2.890 3.170 -1.145
C 3.826 -3.895 2.054 0.663
C 3.752 -3.490 0.721 -0.101
C 3.773 -4.427 -0.302 -0.666
C 3.884 -5.780 -0.011 -0.426
C 3.971 -6.192 1.312 -0.496
C 3.936 -5.254 2.334 -0.454
C -0.014 -2.145 -2.052 0.403
C -0.584 -2.950 -3.049 -0.601
C -0.641 -2.561 -4.368 -0.744
C -0.075 -1.327 -4.726 -0.383
C 0.506 -0.518 -3.786 -0.822
C 0.541 -0.870 -2.403 0.565
O 1.088 -0.062 -1.574 -0.776
H 0.749 -4.421 0.391 0.383
H 0.678 -4.626 -1.377 0.446
H -0.807 -4.575 -0.422 0.334
H 4.240 -3.239 4.062 0.511
H 4.118 -1.920 2.880 0.317
H 3.646 -2.437 0.489 0.370
H 3.688 -4.093 -1.329 0.417
H 3.893 -6.510 -0.811 0.371
H 4.053 -7.246 1.549 0.359
H 3.978 -5.579 3.368 0.343
H -1.007 -3.908 -2.768 0.350
H -1.115 -3.193 -5.110 0.351
H -0.109 -1.001 -5.761 0.362
H 0.929 0.447 -4.039 0.430
N -0.933 0.289 1.850 -0.297
N -2.252 -0.057 1.463 -0.314
C -2.557 0.206 0.084 0.541
O -3.758 0.233 -0.194 -0.809
O -1.553 0.397 -0.658 -0.524
H -0.606 -0.346 2.567 0.321
H -0.856 1.245 2.192 0.338
H -2.977 0.289 2.076 0.244
S 1.751 3.594 -2.890 -0.596
P 1.681 3.744 -0.926 1.263
S 0.471 2.650 0.229 -0.513
C 3.398 3.645 -0.274 -0.255
C 3.748 2.699 0.678 0.475
C 5.056 2.619 1.143 -0.450
C 6.017 3.497 0.668 -0.331
C 5.670 4.452 -0.285 -0.597
C 4.371 4.518 -0.760 -0.423
C 1.270 5.479 -0.449 -0.073
C 1.451 5.898 0.868 -0.354
C 1.123 7.189 1.247 -0.618
C 0.596 8.077 0.315 -0.321
C 0.408 7.663 -0.995 -0.482
C 0.749 6.370 -1.376 -0.312
H 2.986 2.026 1.049 -0.319
H 5.314 1.865 1.877 0.445
H 7.037 3.439 1.031 0.345
H 6.419 5.137 -0.664 0.351
H 4.100 5.239 -1.522 0.327
H 1.843 5.197 1.596 0.357
H 1.270 7.504 2.274 0.347
H 0.332 9.086 0.612 0.342
H -0.005 8.348 -1.727 0.356
H 0.623 6.030 -2.398 0.266
```

Here is a molecular structure, C11H17Br3N3O9V in a non-equilibrium geometry from the OMol25 dataset. Energies are from ωB97M-V with the def2-TZVPD basis set.

As for the HOMO energy: -7.9 eV. For the gap between HOMO and LUMO, the calculation gives 4.6 eV. Its spin multiplicity is 1.

The geometry in XYZ format:
```
44
Properties=species:S:1:pos:R:3:mulliken_charge:R:1
O -4.151 4.069 -2.732 -0.575
V -3.248 4.428 -3.968 1.533
O -2.085 5.448 -3.461 -0.574
C 0.042 2.558 -1.321 -0.859
C 0.113 1.656 -2.587 -0.037
O -0.757 1.906 -3.642 -0.597
H 0.452 2.035 -0.457 0.333
H -0.980 2.851 -1.079 0.240
H 0.652 3.440 -1.510 0.218
H -0.089 0.676 -2.155 0.125
H 1.083 1.694 -3.084 0.197
C -4.567 -1.277 -2.024 -0.619
N -4.404 -2.217 -3.205 0.821
O -3.703 -1.761 -4.122 -0.489
O -4.989 -3.299 -3.295 -0.511
H -3.656 -1.559 -1.496 0.263
H -5.491 -1.377 -1.453 0.267
H -4.543 -0.257 -2.406 0.270
C 4.479 4.205 -5.547 -0.620
N 5.677 3.284 -5.426 0.793
O 6.398 3.535 -4.433 -0.499
O 5.907 2.551 -6.367 -0.493
H 4.856 5.060 -6.109 0.265
H 4.112 4.432 -4.546 0.274
H 3.663 3.661 -6.021 0.280
C 2.238 -2.162 6.838 -0.329
C 2.413 -1.665 5.516 -0.437
C 1.296 -1.196 4.878 -0.382
C 0.074 -1.036 5.639 0.118
C 0.033 -1.258 7.028 -0.231
C 1.150 -1.915 7.613 -0.440
N -1.123 -0.595 4.980 0.884
O -2.122 -0.370 5.680 -0.566
O -1.236 -0.539 3.710 -0.552
H 3.108 -2.632 7.273 0.325
H 3.385 -1.678 5.046 0.383
H 1.348 -0.941 3.830 0.448
H -0.838 -1.170 7.661 0.407
H 1.131 -2.160 8.665 0.371
C -1.150 -5.271 -0.590 -0.369
Br -2.855 -5.072 0.413 -0.014
Br -0.360 -7.039 -0.066 -0.043
Br 0.098 -3.817 -0.010 0.015
H -1.361 -5.229 -1.659 0.408
```

Here is 2 unconnected molecules or ions with the total composition C8H9Cl4FN3 from the OMol25 dataset. Energies are from ωB97M-V with the def2-TZVPD basis set.

As for the energy relative to the best compared isomer or geometry (same formula, charge and spin): 0.0 kcal per mole. As for the HOMO energy: -13.2 eV. For the gap between HOMO and LUMO, the calculation gives 7.7 eV. The net charge is +1. Its spin multiplicity is 1.

The geometry in XYZ format:
```
25
Properties=species:S:1:pos:R:3:mulliken_charge:R:1
C 2.158 0.677 -0.430 -0.895
C 1.193 1.701 0.075 0.758
N 1.186 2.876 -0.390 -0.668
C 0.200 1.227 1.157 -0.987
C -1.062 0.798 0.480 0.382
C -2.227 1.590 0.509 -0.328
C -3.317 1.162 -0.185 0.357
F -4.452 1.844 -0.221 -0.232
C -3.245 -0.037 -0.891 -0.212
N -2.109 -0.702 -0.827 0.168
N -1.024 -0.349 -0.179 -0.268
H 2.884 0.413 0.343 0.320
H 1.643 -0.243 -0.713 0.093
H 2.688 1.080 -1.291 0.361
H 0.488 3.473 0.056 0.223
H -0.002 2.048 1.842 0.465
H 0.617 0.370 1.688 0.291
H -2.247 2.515 1.071 0.431
H -4.063 -0.436 -1.474 0.497
H -2.023 -1.590 -1.314 0.250
C 2.555 -3.694 0.140 0.346
Cl 1.079 -2.697 0.012 -0.100
Cl 2.395 -5.093 -0.914 -0.082
Cl 3.938 -2.722 -0.356 -0.088
Cl 2.749 -4.209 1.810 -0.080
```